Below is a molecular structure, C24H31N5O3Rh, with properties calculated with the ωB97M-V functional and the def2-TZVPD basis.

XYZ file:
```
64
Properties=species:S:1:pos:R:3:nbo_charge:R:1
Rh -0.0641 0.8327 0.4766 1.01
C 2.7456 0.2993 1.4768 -0.41
N 2.0362 0.9028 0.3322 -0.41
C 2.4339 0.2035 -0.9247 -0.42
C 2.3483 2.3291 0.1665 0.10
C 3.6086 2.8477 0.3635 -0.21
C 3.8215 4.2151 0.2120 -0.18
C 2.7666 5.0447 -0.1168 -0.18
C 1.4948 4.5238 -0.3278 -0.23
C 1.2868 3.1572 -0.2186 0.18
N 0.0315 2.5009 -0.2943 -0.46
C -1.1656 3.0261 -0.8350 0.06
C -1.2673 4.1172 -1.6884 -0.21
C -2.5182 4.5375 -2.1178 -0.18
C -3.6629 3.8789 -1.7030 -0.19
C -3.5602 2.7580 -0.8887 -0.23
C -2.3176 2.3189 -0.4789 0.21
N -2.1493 1.0755 0.3014 -0.43
C -2.7367 -0.0537 -0.4713 -0.41
C -2.8511 1.1985 1.6042 -0.41
H 3.8236 0.2871 1.3126 0.20
H 2.4064 -0.7294 1.5794 0.21
H 2.5135 0.8521 2.3838 0.23
H 3.5187 0.2609 -1.0384 0.20
H 1.9568 0.6896 -1.7724 0.23
H 2.1147 -0.8336 -0.8903 0.23
H 4.4312 2.2065 0.6479 0.23
H 4.8082 4.6257 0.3744 0.23
H 2.9207 6.1121 -0.1943 0.23
H 0.6715 5.1924 -0.5226 0.23
H -0.3830 4.6204 -2.0457 0.23
H -2.5936 5.3864 -2.7833 0.23
H -4.6355 4.2182 -2.0307 0.23
H -4.4559 2.2252 -0.5987 0.23
H -3.7893 0.1417 -0.6761 0.20
H -2.6577 -0.9624 0.1187 0.21
H -2.1929 -0.1827 -1.4043 0.24
H -3.9215 1.3377 1.4485 0.20
H -2.4465 2.0469 2.1508 0.23
H -2.6846 0.2925 2.1808 0.22
C -2.2504 -4.4795 -0.4610 -0.62
C -0.7557 -4.7753 -0.4447 -0.38
C 0.0510 -3.7314 0.3341 -0.26
C 1.5680 -4.1003 0.3972 -0.37
C 2.2410 -4.3127 -0.9526 -0.62
C -0.3859 -3.7395 1.7949 0.73
O -0.6510 -4.7351 2.4066 -0.53
N -0.3797 -2.4988 2.4563 -0.65
C -0.2346 -1.3332 1.7903 0.79
O -0.2651 -0.1997 2.3505 -0.63
N -0.0821 -1.2599 0.4708 -0.68
C -0.0586 -2.3671 -0.3493 0.71
O -0.0634 -2.2494 -1.5529 -0.58
H -2.7888 -5.2588 -0.9982 0.23
H -2.4579 -3.5348 -0.9688 0.20
H -2.6642 -4.4389 0.5486 0.21
H -0.3732 -4.7970 -1.4635 0.23
H -0.5650 -5.7491 0.0075 0.23
H 1.6359 -5.0110 0.9955 0.23
H 2.0946 -3.3212 0.9606 0.19
H 1.8836 -5.2207 -1.4356 0.22
H 3.3158 -4.4211 -0.8084 0.22
H 2.0683 -3.4818 -1.6359 0.22
H -0.5679 -2.4850 3.4501 0.44
```

Properties
Kohn-Sham gap (alpha / beta)	0.25810 / 0.25801	Ha
HOMO (alpha / beta)	-11.39 / -11.39	eV
charge	+1
lowest unoccupied orbital energy (alpha / beta)	-4.37 / -4.37	eV



Below is C24H31N5O4 in the gas phase at a distorted geometry, with properties calculated with the ωB97M-V functional and the def2-TZVPD basis.

XYZ file:
```
64
Properties=species:S:1:pos:R:3:nbo_charge:R:1
C 2.5411 -0.0118 -5.5689 -0.63
C 3.3213 -0.0832 -4.2916 -0.02
C 2.6809 -0.4298 -3.1082 -0.17
C 3.3883 -0.4740 -1.9135 -0.13
C 4.7415 -0.1537 -1.9005 -0.18
C 5.4006 0.1781 -3.0730 0.00
C 4.6776 0.2048 -4.2604 -0.20
H 5.1834 0.4707 -5.1781 0.21
C 6.8653 0.4905 -3.0704 -0.63
H 7.4323 -0.3795 -3.4033 0.22
H 7.0857 1.3121 -3.7485 0.22
H 7.2030 0.7553 -2.0720 0.22
H 5.2682 -0.1692 -0.9580 0.23
C 2.7302 -0.7975 -0.6148 0.68
O 3.0486 -0.2258 0.4159 -0.66
N 1.8179 -1.7919 -0.7029 -0.60
H 1.6542 -2.1400 -1.6353 0.40
C 0.8641 -2.2925 0.2781 -0.05
C -0.4548 -1.5449 0.2089 -0.14
C -0.5852 -0.3194 -0.3910 -0.11
C -1.8341 0.3060 -0.5224 -0.08
C -3.0100 -0.3033 -0.0139 0.28
N -4.2496 0.1947 -0.2486 -0.58
C -5.2884 0.1658 0.7480 -0.22
C -5.0243 1.2912 1.7756 -0.22
N -3.6625 1.2088 2.2270 -0.46
C -2.9335 2.4518 2.3771 -0.21
C -1.6211 1.9740 2.9821 -0.40
H -1.0212 1.5077 2.2002 0.20
H -1.0514 2.7810 3.4394 0.21
C -2.0863 0.9208 3.9927 -0.44
H -2.2621 1.3820 4.9649 0.20
H -1.3643 0.1160 4.1134 0.25
C -3.4032 0.3937 3.4035 -0.22
H -4.2237 0.4694 4.1346 0.17
H -3.3077 -0.6535 3.1056 0.20
H -3.4412 3.1583 3.0565 0.16
H -2.8075 2.9368 1.4069 0.20
H -5.1713 2.2531 1.2773 0.20
H -5.7536 1.2110 2.5971 0.18
H -6.2501 0.3233 0.2557 0.21
H -5.3056 -0.7985 1.2538 0.19
H -4.2226 1.0752 -0.7640 0.42
C -2.8301 -1.5416 0.6417 -0.29
C -1.6066 -2.1427 0.7434 -0.07
H -1.5225 -3.0993 1.2356 0.21
H -3.6949 -2.0507 1.0344 0.22
N -1.8334 1.5768 -1.1327 0.53
O -0.7624 2.1332 -1.3170 -0.40
O -2.9040 2.0957 -1.4564 -0.44
H 0.2702 0.2028 -0.7946 0.24
H 0.6607 -3.3255 -0.0358 0.21
C 1.4208 -2.3559 1.7206 -0.51
C 0.7805 -1.3271 2.6522 0.68
O -0.1002 -1.6264 3.4359 -0.65
N 1.2848 -0.0961 2.5255 -0.83
H 0.9308 0.6511 3.0985 0.40
H 2.0076 0.0841 1.8339 0.44
H 2.4984 -2.2058 1.7005 0.25
H 1.2103 -3.3395 2.1404 0.23
H 1.6162 -0.6207 -3.1290 0.20
H 1.7945 0.7790 -5.5060 0.23
H 3.1928 0.1945 -6.4136 0.22
H 2.0177 -0.9493 -5.7521 0.22
```

Properties
energy relative to the best compared isomer or geometry (same formula, charge and spin)	252.1	kJ/mol
SMILES	Cc1cc(C)cc(C(=O)N[C@@H](CC(N)=O)c2ccc(NCCN3CCCC3)c([N+](=O)[O-])c2)c1
Kohn-Sham gap	0.28088	Ha
HOMO	-7.88	eV
charge	0
lowest unoccupied orbital energy	-0.24	eV



Please write out number 2 again, unchanged.
Below is C24H31N5O4 in the gas phase at a distorted geometry, with properties calculated with the ωB97M-V functional and the def2-TZVPD basis.

XYZ file:
```
64
Properties=species:S:1:pos:R:3:nbo_charge:R:1
C 2.5411 -0.0118 -5.5689 -0.63
C 3.3213 -0.0832 -4.2916 -0.02
C 2.6809 -0.4298 -3.1082 -0.17
C 3.3883 -0.4740 -1.9135 -0.13
C 4.7415 -0.1537 -1.9005 -0.18
C 5.4006 0.1781 -3.0730 0.00
C 4.6776 0.2048 -4.2604 -0.20
H 5.1834 0.4707 -5.1781 0.21
C 6.8653 0.4905 -3.0704 -0.63
H 7.4323 -0.3795 -3.4033 0.22
H 7.0857 1.3121 -3.7485 0.22
H 7.2030 0.7553 -2.0720 0.22
H 5.2682 -0.1692 -0.9580 0.23
C 2.7302 -0.7975 -0.6148 0.68
O 3.0486 -0.2258 0.4159 -0.66
N 1.8179 -1.7919 -0.7029 -0.60
H 1.6542 -2.1400 -1.6353 0.40
C 0.8641 -2.2925 0.2781 -0.05
C -0.4548 -1.5449 0.2089 -0.14
C -0.5852 -0.3194 -0.3910 -0.11
C -1.8341 0.3060 -0.5224 -0.08
C -3.0100 -0.3033 -0.0139 0.28
N -4.2496 0.1947 -0.2486 -0.58
C -5.2884 0.1658 0.7480 -0.22
C -5.0243 1.2912 1.7756 -0.22
N -3.6625 1.2088 2.2270 -0.46
C -2.9335 2.4518 2.3771 -0.21
C -1.6211 1.9740 2.9821 -0.40
H -1.0212 1.5077 2.2002 0.20
H -1.0514 2.7810 3.4394 0.21
C -2.0863 0.9208 3.9927 -0.44
H -2.2621 1.3820 4.9649 0.20
H -1.3643 0.1160 4.1134 0.25
C -3.4032 0.3937 3.4035 -0.22
H -4.2237 0.4694 4.1346 0.17
H -3.3077 -0.6535 3.1056 0.20
H -3.4412 3.1583 3.0565 0.16
H -2.8075 2.9368 1.4069 0.20
H -5.1713 2.2531 1.2773 0.20
H -5.7536 1.2110 2.5971 0.18
H -6.2501 0.3233 0.2557 0.21
H -5.3056 -0.7985 1.2538 0.19
H -4.2226 1.0752 -0.7640 0.42
C -2.8301 -1.5416 0.6417 -0.29
C -1.6066 -2.1427 0.7434 -0.07
H -1.5225 -3.0993 1.2356 0.21
H -3.6949 -2.0507 1.0344 0.22
N -1.8334 1.5768 -1.1327 0.53
O -0.7624 2.1332 -1.3170 -0.40
O -2.9040 2.0957 -1.4564 -0.44
H 0.2702 0.2028 -0.7946 0.24
H 0.6607 -3.3255 -0.0358 0.21
C 1.4208 -2.3559 1.7206 -0.51
C 0.7805 -1.3271 2.6522 0.68
O -0.1002 -1.6264 3.4359 -0.65
N 1.2848 -0.0961 2.5255 -0.83
H 0.9308 0.6511 3.0985 0.40
H 2.0076 0.0841 1.8339 0.44
H 2.4984 -2.2058 1.7005 0.25
H 1.2103 -3.3395 2.1404 0.23
H 1.6162 -0.6207 -3.1290 0.20
H 1.7945 0.7790 -5.5060 0.23
H 3.1928 0.1945 -6.4136 0.22
H 2.0177 -0.9493 -5.7521 0.22
```

Properties
energy relative to the best compared isomer or geometry (same formula, charge and spin)	252.1	kJ/mol
SMILES	Cc1cc(C)cc(C(=O)N[C@@H](CC(N)=O)c2ccc(NCCN3CCCC3)c([N+](=O)[O-])c2)c1
Kohn-Sham gap	0.28088	Ha
HOMO	-7.88	eV
charge	0
lowest unoccupied orbital energy	-0.24	eV